Computed, not measured: C4H7NO2 in the gas phase, with ωB97M-V/def2-TZVPD.

Atoms and positions in Å:
C: -0.83 -1.16 0.37
C: -0.12 0.16 0.44
C: 1.37 0.27 0.19
C: 1.41 0.04 -1.31
O: 1.59 -1.05 -1.79
N: -0.70 1.29 0.52
O: -2.08 1.17 0.59
H: -1.43 -1.29 1.28
H: -1.52 -1.20 -0.47
H: -0.12 -1.99 0.27
H: 1.97 -0.51 0.67
H: 1.70 1.26 0.50
H: 1.11 0.92 -1.93
H: -2.36 2.09 0.68

Computed properties:
- SMILES string = C/C(CC=O)=N\O
- net charge = 0

Partial atomic charges computed with the Mulliken method, in multiples of e: C -1.156; C 0.699; C -0.593; C 0.040; O -0.471; N -0.510; O -0.382; H 0.389; H 0.319; H 0.333; H 0.308; H 0.282; H 0.360; H 0.382

Computed, not measured: 2 unconnected molecules or ions with the total composition C4H6Cl2O at a distorted geometry, with ωB97M-V/def2-TZVPD.

Atoms and positions in Å:
C: -0.59 0.71 0.32
C: 0.61 -0.13 0.14
C: -1.79 0.58 -0.64
C: 1.71 -0.95 0.72
O: 0.68 1.13 -0.31
Cl: 0.59 -1.60 -2.15
Cl: 2.16 -0.07 2.27
H: -0.87 1.29 1.28
H: -1.92 1.49 -1.34
H: -2.76 0.49 0.00
H: -1.61 -0.30 -1.30
H: 2.56 -0.84 0.02
H: 1.22 -1.81 1.00

Computed properties:
- net charge = 0

Partial atomic charges computed with the Mulliken method, in multiples of e: C 0.730; C -0.346; C -1.046; C -0.342; O -0.260; Cl -0.480; Cl -0.175; H 0.329; H 0.264; H 0.292; H 0.332; H 0.352; H 0.349

Summary of molecular weight in Da
101.10; 141.00
(order as listed above)
Summary of DFT total energy in eV
-9844.621; -31334.231
(order as listed above)
Summary of energy relative to the best compared isomer or geometry (same formula, charge and spin) in eV
2.659; 3.186
(order as listed above)